The following is a quantum chemistry calculation of a single C3H4N2 molecule at a distorted geometry, from the OMol25 dataset.

Values from the calculation:
E in eV: -6153.9185
E_HOMO in eV: -10.4
Orbital gap in eV: 11.28
Energy relative to the best compared isomer or geometry (same formula, charge and spin) in kJ/mol: 191.3
SMILES: N#C[C@H]1CN1

Geometry as XYZ:
```
9
Properties=species:S:1:pos:R:3:forces:R:3
N 2.5969 -0.4218 -0.3560 -1.147 0.476 0.118
C 1.5252 0.0110 -0.2681 0.508 -0.604 -0.310
C 0.1873 0.5567 -0.1268 -0.715 0.809 0.620
C -1.0928 -0.3030 -0.1667 2.354 -0.979 -3.121
N -0.5956 0.1718 1.0606 0.412 0.101 0.729
H 0.0968 1.6002 -0.4094 0.131 -0.077 0.197
H -1.9600 0.1687 -0.6308 0.129 -0.303 0.379
H -0.6442 -1.2253 -0.6756 -1.663 0.514 1.251
H -0.1136 -0.5582 1.5731 -0.010 0.063 0.136
```
Positions in Å, forces in eV/Å.

***

The following is a quantum chemistry calculation of a molecular structure, C47H51BInN8O10S, from the OMol25 dataset.

Values from the calculation:
E in eV: -98656.0621
E_HOMO in eV: -6.3
Charge: -1
Orbital gap in eV: 8.55
Energy relative to the best compared isomer or geometry (same formula, charge and spin) in kJ/mol: 219.5

Geometry as XYZ:
```
119
Properties=species:S:1:pos:R:3:forces:R:3
In -0.2192 0.1507 -0.2917 -0.078 -0.072 -0.249
O -3.4651 -1.2723 2.8597 -0.145 0.029 0.305
N -2.5043 -1.3865 2.1661 -0.529 0.270 -0.625
C -2.5295 -4.8689 1.0677 0.003 -0.088 -0.095
C -1.4148 -5.4669 0.2084 -0.081 0.106 0.134
C -1.0458 -4.6235 -1.0341 0.016 0.118 0.054
C -0.0518 -5.4219 -1.9026 -0.056 0.017 -0.242
C 0.0299 -4.9533 -3.3567 0.019 0.082 0.131
C -2.3324 -4.3973 -1.8028 -0.038 -0.075 -0.052
O -2.9702 -5.3169 -2.2843 0.054 0.146 0.056
N -2.7497 -3.1014 -1.9228 0.196 -0.092 0.170
C -2.0940 -1.9629 -1.4293 0.161 0.032 -0.132
O -2.5510 -0.8628 -1.7135 0.215 -0.356 0.125
N -0.9547 -2.1089 -0.7020 -0.240 0.160 -0.014
C -0.3427 -3.3245 -0.5553 -0.109 0.201 0.022
O 0.7575 -3.4345 -0.0318 -0.227 0.103 -0.009
H -2.6351 -5.4255 2.0028 0.007 0.042 -0.070
H -3.4902 -4.9074 0.5450 0.075 0.004 0.039
H -2.3224 -3.8310 1.3175 0.006 0.027 0.029
H -1.7330 -6.4480 -0.1480 0.077 -0.020 -0.019
H -0.5016 -5.5866 0.7948 0.004 -0.013 -0.027
H -0.3331 -6.4768 -1.8754 -0.025 0.034 -0.003
H 0.9216 -5.3151 -1.4264 0.019 -0.079 0.073
H -0.9037 -5.1510 -3.8848 0.011 0.006 -0.011
H 0.8346 -5.4721 -3.8842 -0.039 0.036 0.035
H 0.2416 -3.8809 -3.4063 -0.004 -0.101 -0.012
H -3.5921 -2.9260 -2.4436 -0.152 0.034 -0.092
O 1.2577 1.0045 2.4714 0.158 -0.271 0.035
B 1.1750 0.0524 1.4483 0.451 0.097 0.325
O 2.2085 -0.9056 1.6238 -0.117 0.121 0.109
C 2.9449 -0.4706 2.6978 -0.166 -0.034 -0.261
C 4.0931 -1.0074 3.2275 0.149 -0.075 0.092
C 4.6633 -0.3332 4.3125 -0.055 -0.024 -0.053
C 4.0844 0.8241 4.8234 -0.041 -0.012 -0.022
C 2.9134 1.3539 4.2734 0.039 0.109 0.145
C 2.3665 0.6831 3.2054 -0.231 0.062 -0.201
H 4.5408 -1.9033 2.8115 -0.054 0.071 0.030
H 5.5770 -0.7146 4.7540 -0.055 0.016 -0.016
H 4.5564 1.3306 5.6578 -0.040 -0.027 -0.041
H 2.4597 2.2632 4.6516 0.038 -0.094 -0.034
C 4.4215 1.3260 -2.9575 0.001 -0.094 -0.017
C 4.9751 1.9741 -1.6761 -0.206 -0.042 -0.001
C 5.0359 3.4991 -1.8460 -0.014 0.110 0.045
C 6.3489 1.3953 -1.3150 0.032 0.032 -0.011
C 4.0466 1.6643 -0.5619 -0.214 0.106 0.004
N 3.3210 1.4283 0.2995 0.493 -0.054 -0.180
H 5.1030 1.5272 -3.7909 0.009 -0.030 0.101
H 3.4409 1.7499 -3.1811 0.268 -0.098 -0.020
H 4.3145 0.2443 -2.8391 0.079 0.019 -0.013
H 5.6639 3.7434 -2.7089 0.014 -0.058 0.080
H 5.4578 3.9739 -0.9560 0.033 -0.044 -0.045
H 4.0274 3.8840 -2.0132 0.293 -0.058 0.018
H 7.0459 1.5677 -2.1411 -0.065 -0.006 0.070
H 6.2842 0.3200 -1.1307 0.014 0.040 -0.038
H 6.7460 1.8728 -0.4162 -0.004 -0.035 -0.047
C 0.1596 2.7120 -3.4781 -0.029 -0.069 0.033
C 1.0725 2.5686 -2.2686 -0.074 -0.222 0.248
O 2.2028 3.0747 -2.3264 -0.828 0.019 0.142
O 0.6176 1.9144 -1.2563 0.008 0.458 -0.377
H 0.2701 3.7114 -3.9010 0.013 -0.047 0.000
H -0.8779 2.5098 -3.2181 0.050 0.008 -0.063
H 0.4857 1.9914 -4.2370 -0.003 0.087 0.057
O -1.8433 1.3402 2.4633 0.040 -0.046 -0.137
C -2.2897 1.7818 1.4234 -0.097 0.066 -0.271
N -3.1889 2.8217 1.3358 -0.062 -0.134 -0.337
C -3.6097 3.0855 -0.0231 0.075 -0.006 0.120
C -2.6821 2.0908 -0.7850 0.223 -0.170 0.125
O -2.6233 2.0550 -1.9953 -0.038 -0.071 0.253
N -1.9916 1.3411 0.1276 -0.142 0.330 0.055
C -5.0519 2.6640 -0.3144 0.059 0.106 -0.010
C -5.6489 3.0270 -1.5225 0.005 -0.002 0.005
C -6.9496 2.6399 -1.8104 0.000 0.008 0.036
C -7.6712 1.8745 -0.8991 0.105 -0.028 -0.005
C -7.0683 1.4775 0.2858 0.011 0.026 -0.022
C -5.7626 1.8648 0.5739 -0.039 0.016 -0.009
C -3.2919 4.5350 -0.4060 -0.067 -0.081 -0.069
C -4.2317 5.5450 -0.2119 0.062 -0.009 -0.007
C -3.9262 6.8670 -0.5168 0.043 -0.028 0.014
C -2.6729 7.1932 -1.0205 -0.052 -0.061 0.049
C -1.7248 6.1932 -1.2005 0.012 -0.003 0.027
C -2.0283 4.8742 -0.8888 0.014 -0.029 0.001
H -3.6038 3.2432 2.1456 0.055 -0.041 0.108
H -5.0787 3.6054 -2.2408 -0.052 -0.014 0.057
H -7.4053 2.9384 -2.7494 0.058 -0.038 0.066
H -8.6870 1.5695 -1.1239 0.037 0.032 0.015
H -7.6130 0.8599 0.9921 0.055 0.028 -0.044
H -5.2894 1.5243 1.4873 -0.029 0.042 -0.014
H -5.2131 5.2953 0.1767 0.014 0.004 -0.057
H -4.6707 7.6415 -0.3627 0.053 -0.059 -0.007
H -2.4342 8.2228 -1.2619 -0.011 -0.043 -0.009
H -0.7402 6.4374 -1.5871 -0.085 -0.035 0.049
H -1.2720 4.1054 -1.0226 -0.073 0.068 -0.023
C 4.1850 -2.8849 -1.7978 -0.032 0.098 0.020
C 2.9709 -2.1327 -2.2309 -0.021 0.025 0.093
C 2.2533 -2.1291 -3.4066 -0.103 0.029 -0.244
C 1.1587 -1.2626 -3.1897 0.061 0.099 0.022
N 1.2263 -0.7605 -1.9648 0.415 -0.306 0.131
N 2.3362 -1.2917 -1.4038 -0.231 0.182 -0.040
C 0.0167 -0.9079 -4.0903 0.009 -0.091 0.137
H 4.4792 -3.5997 -2.5643 -0.018 0.005 0.017
H 3.9731 -3.4251 -0.8722 0.027 -0.007 -0.051
H 5.0273 -2.2113 -1.6158 -0.048 -0.030 -0.009
H 2.4770 -2.6873 -4.3025 -0.014 0.025 0.049
H 2.5391 -1.1061 -0.4259 -0.040 -0.048 -0.052
H 0.3720 -0.5733 -5.0668 -0.013 -0.008 0.043
H -0.5823 -0.1165 -3.6368 0.007 -0.033 -0.055
H -0.6395 -1.7711 -4.2455 0.074 0.048 -0.008
S -1.0047 -1.8776 2.7688 0.716 -0.429 0.358
C -1.0682 -2.0890 4.5248 -0.237 0.105 -0.039
C -2.2136 -2.4953 5.2096 0.133 -0.081 0.149
C -2.1592 -2.6471 6.5907 0.060 0.016 -0.070
C -0.9735 -2.4247 7.2796 -0.012 0.027 -0.043
C 0.1641 -2.0268 6.5875 -0.004 -0.035 -0.007
C 0.1172 -1.8474 5.2134 0.113 0.039 0.032
H -3.1302 -2.6957 4.6784 0.016 0.028 0.001
H -3.0532 -2.9418 7.1280 0.045 -0.028 -0.021
H -0.9327 -2.5631 8.3537 -0.021 0.033 -0.036
H 1.0921 -1.8474 7.1171 -0.028 -0.005 -0.018
H 1.0044 -1.5261 4.6717 -0.111 0.003 0.071
```
Positions in Å, forces in eV/Å.

***

The following is a quantum chemistry calculation of a molecular structure, C50H53As2CuN2SSb, from the OMol25 dataset.

Values from the calculation:
E in eV: -239365.5091
E_HOMO (spin up / spin down) in eV: -11.6 / -12.8
2S+1: 2
Charge: +2
Orbital gap (spin up / spin down) in eV: 4.76 / 5.96
Energy relative to the best compared isomer or geometry (same formula, charge and spin) in kJ/mol: 42.1

Geometry as XYZ:
```
110
Properties=species:S:1:pos:R:3:forces:R:3
Cu -0.2622 2.2072 0.6346 0.026 -0.027 0.051
C -1.3538 1.8989 3.3793 0.012 0.003 0.014
C 0.1395 2.1851 3.4963 -0.013 0.013 0.012
N 0.6466 3.0061 2.3860 0.043 -0.037 -0.118
C 0.4571 4.4606 2.4935 0.010 0.004 -0.006
C -0.9669 4.9560 2.2542 -0.001 0.007 -0.001
S -1.7844 4.2713 0.7713 -0.006 -0.003 0.002
C -3.2050 3.3867 1.4866 -0.015 0.015 0.004
C -3.0615 1.8664 1.6059 -0.007 -0.017 -0.001
N -1.7190 1.4384 2.0254 0.013 -0.017 -0.055
H -1.6421 1.1681 4.1393 -0.004 -0.005 0.000
H -1.9250 2.7977 3.5973 0.007 -0.005 0.002
H 0.3405 2.6525 4.4668 0.003 0.000 0.000
H 0.6947 1.2447 3.4680 0.017 0.003 -0.017
H 1.6445 2.8314 2.3143 0.010 0.001 0.036
H 0.7785 4.8260 3.4760 0.005 0.000 -0.002
H 1.1127 4.9124 1.7475 -0.003 0.002 0.003
H -1.6137 4.7682 3.1085 -0.001 0.004 0.002
H -0.9304 6.0372 2.1263 0.002 -0.004 -0.002
H -3.4264 3.8486 2.4475 -0.001 0.001 0.000
H -4.0595 3.6048 0.8470 0.000 0.003 -0.001
H -3.8348 1.5112 2.2972 0.002 -0.008 -0.003
H -3.2546 1.4030 0.6365 0.003 0.005 0.005
H -1.6843 0.4257 1.9933 -0.020 -0.011 0.047
C 1.8611 1.3180 -2.1787 0.023 0.047 0.016
C 2.8081 1.3207 -0.9833 -0.032 -0.019 0.004
As 1.9847 0.3539 0.5273 -0.009 -0.027 -0.060
C 3.2238 0.7638 1.9457 -0.005 0.038 0.003
C 4.0963 1.8572 1.9450 -0.040 0.009 0.030
C 4.9332 2.0898 3.0273 -0.004 0.006 -0.007
C 4.9156 1.2342 4.1210 0.007 -0.006 -0.006
C 4.0629 0.1380 4.1287 -0.002 -0.003 -0.006
C 3.2237 -0.0959 3.0505 -0.042 0.015 0.012
C 1.2590 -3.2871 0.0101 -0.001 0.021 -0.023
C 2.1287 -4.5151 0.1812 0.000 -0.001 0.021
C 1.5890 -5.7308 0.1956 0.007 0.004 0.014
C 0.1348 -5.8968 0.1254 -0.014 0.000 -0.007
C -0.6715 -4.8663 0.3782 0.009 -0.008 0.016
C -0.0780 -3.5346 0.7273 -0.032 0.037 0.012
As 0.1786 2.1851 -1.6693 -0.027 0.120 0.003
C 0.4169 4.0315 -2.1951 -0.021 -0.015 -0.033
C 1.3481 4.7865 -1.4836 -0.001 -0.015 0.010
C 1.5228 6.1311 -1.7705 0.002 0.003 -0.006
C 0.7520 6.7348 -2.7560 0.000 -0.003 0.002
C -0.1872 5.9908 -3.4526 0.002 0.002 -0.001
C -0.3567 4.6396 -3.1752 0.011 -0.013 -0.020
C -1.0431 1.4775 -2.9977 0.059 -0.001 -0.019
C -2.3098 1.0386 -2.6054 -0.021 -0.004 0.032
C -3.1702 0.4350 -3.5231 -0.011 -0.023 -0.031
C -2.7760 0.3004 -4.8487 -0.005 -0.003 -0.002
C -1.5359 0.7765 -5.2527 -0.006 0.002 -0.001
C -0.6680 1.3510 -4.3300 0.013 -0.008 0.002
H 1.6205 0.2993 -2.4919 -0.006 0.005 0.012
H 2.2830 1.8491 -3.0326 0.018 -0.010 -0.003
H 3.0672 2.3412 -0.7007 0.002 0.008 0.008
H 3.7425 0.8083 -1.2217 0.005 0.007 -0.024
H 4.1377 2.5291 1.0968 0.012 0.005 -0.001
H 5.6085 2.9353 3.0137 -0.002 0.000 -0.005
H 5.5757 1.4141 4.9588 -0.004 0.003 0.004
H 4.0599 -0.5412 4.9714 -0.002 0.000 -0.002
H 2.5715 -0.9635 3.0600 -0.010 0.015 0.007
H 3.2000 -4.3814 0.2571 -0.001 -0.006 -0.007
H 2.2112 -6.6124 0.2766 0.004 0.001 -0.003
H -0.2755 -6.8789 -0.0714 0.001 -0.003 0.000
H -1.7475 -4.9857 0.4177 0.006 -0.001 -0.004
H -0.8085 -2.7362 0.4276 -0.013 -0.023 -0.033
H 1.9415 4.3284 -0.6985 -0.001 -0.010 0.005
H 2.2580 6.7096 -1.2262 -0.001 0.001 0.000
H 0.8836 7.7851 -2.9776 0.000 0.002 -0.001
H -0.7918 6.4605 -4.2169 -0.001 0.000 0.000
H -1.0950 4.0722 -3.7278 -0.002 0.000 0.002
H -2.6472 1.2319 -1.5925 0.004 -0.008 -0.007
H -4.1565 0.1110 -3.2137 0.004 -0.002 0.002
H -3.4440 -0.1528 -5.5688 0.001 -0.003 0.001
H -1.2395 0.6964 -6.2904 0.001 -0.001 -0.001
H 0.3033 1.7011 -4.6593 -0.004 0.005 -0.002
C -4.4379 -5.3842 -2.0049 0.005 -0.002 -0.003
C -3.1793 -5.3233 -2.5940 -0.010 -0.001 0.002
C -2.3671 -4.2233 -2.3810 -0.008 0.017 -0.016
C -2.8232 -3.1735 -1.5770 -0.100 0.144 -0.171
C -4.0984 -3.2343 -1.0004 -0.004 -0.006 -0.002
C -4.8994 -4.3448 -1.2063 -0.002 0.004 0.000
Sb -1.6467 -1.5267 -1.0802 0.182 -0.182 0.326
C 0.1111 -2.1674 -2.0538 0.045 -0.069 0.015
C 0.1298 -1.8457 -3.4128 -0.028 0.004 0.000
C 1.2055 -2.1891 -4.2133 -0.025 0.024 -0.005
C 2.2699 -2.8667 -3.6435 0.021 -0.006 -0.009
C 2.2385 -3.2150 -2.3025 -0.016 0.011 -0.006
C 1.1660 -2.8891 -1.4703 -0.016 0.020 -0.023
C 0.0132 -3.2703 2.2258 0.005 -0.043 0.016
C 0.2683 -4.2878 3.1365 -0.037 -0.010 -0.012
C 0.3802 -4.0030 4.4910 -0.014 0.004 0.012
C 0.2228 -2.7047 4.9527 0.005 -0.013 0.000
C -0.0345 -1.6834 4.0486 0.025 0.004 -0.006
C -0.1288 -1.9680 2.6950 0.011 0.040 -0.009
H -5.0663 -6.2489 -2.1726 -0.001 -0.002 -0.001
H -2.8334 -6.1371 -3.2171 0.002 -0.004 0.002
H -1.3819 -4.1838 -2.8282 -0.002 0.000 0.002
H -4.4657 -2.4197 -0.3848 0.002 0.001 0.008
H -5.8802 -4.3997 -0.7542 -0.002 -0.001 -0.001
H -0.7105 -1.3272 -3.8640 0.002 -0.006 0.002
H 1.2052 -1.9388 -5.2657 0.000 0.004 -0.009
H 3.1240 -3.1463 -4.2460 0.000 0.001 -0.001
H 3.0707 -3.7737 -1.8985 -0.003 0.006 -0.007
H 1.7398 -2.4486 0.5203 0.021 0.028 0.015
H 0.3745 -5.3065 2.7894 0.002 -0.002 -0.001
H 0.5810 -4.8042 5.1894 0.001 0.000 0.002
H 0.2958 -2.4907 6.0105 0.002 -0.002 0.000
H -0.1498 -0.6662 4.4035 -0.005 -0.031 0.005
H -0.2850 -1.1647 1.9786 -0.014 0.004 0.000
```
Positions in Å, forces in eV/Å.

***

The following is a quantum chemistry calculation of 2 unconnected molecules or ions with the total composition CHNO3S at a distorted geometry, from the OMol25 dataset.

Values from the calculation:
E in eV: -19517.4242
E_HOMO in eV: -10.1
Orbital gap in eV: 9.81
Energy relative to the best compared isomer or geometry (same formula, charge and spin) in kJ/mol: 302.0
SMILES: O=C=S.O=NO

Geometry as XYZ:
```
7
Properties=species:S:1:pos:R:3:forces:R:3
O 1.0546 1.8322 -1.0425 0.475 2.070 0.684
C 0.7360 0.7517 -1.1443 0.264 -0.956 -2.949
S 0.4512 -0.6526 -1.7950 -0.251 -0.962 -0.255
O 0.2639 0.4351 0.7604 -0.448 1.102 -0.462
N -0.1179 -0.3009 1.5622 0.848 -1.076 5.346
O -1.1892 -1.0521 1.3336 0.138 0.146 -3.112
H -1.1987 -1.0135 0.3256 -1.025 -0.324 0.748
```
Positions in Å, forces in eV/Å.

***

> Number 3 is which compound?

C50H53As2CuN2SSb

***

> The lowest E belongs to which entry?

C50H53As2CuN2SSb

***

> The highest E belongs to which entry?

C3H4N2